The following is a quantum chemistry calculation of a 4-piece molecular cluster, C12H35N3O4 overall in a non-equilibrium geometry, from the Open Molecules 2025 dataset.

XYZ file:
```
54
Properties=species:S:1:pos:R:3:mulliken_charge:R:1
C 2.8514 1.6648 4.2152 -1.710
C 1.7879 2.1726 3.2811 0.598
C 2.2188 3.1369 2.1410 -0.868
O 1.1288 3.4847 1.3089 0.178
C 1.4988 4.0152 0.0692 -1.397
N 1.0762 1.0313 2.8487 -0.679
H 3.3529 2.3992 4.8454 0.413
H 3.6316 1.2495 3.5773 0.339
H 2.4882 0.9214 4.9249 0.381
H 1.1196 2.8031 3.8675 0.393
H 3.0874 2.6802 1.6665 0.402
H 2.4386 4.0560 2.6842 0.349
H 0.5424 4.3770 -0.3085 0.240
H 2.0001 3.3051 -0.5885 0.228
H 2.1896 4.8350 0.2661 0.500
H 0.4041 1.4523 2.2233 0.202
H 1.6486 0.5910 2.1425 0.273
C -3.4888 0.7978 -0.5416 -2.050
C -2.1336 1.3695 -0.1659 1.664
C -1.2666 1.7685 -1.3812 -1.636
O 0.0509 1.2642 -1.3101 2.895
C 0.7898 1.4884 -2.5120 -3.499
N -2.4111 2.5142 0.6790 -1.064
H -4.0244 0.5225 0.3670 0.419
H -3.3754 -0.0784 -1.1799 0.427
H -4.1431 1.5018 -1.0558 0.481
H -1.6442 0.6018 0.4335 0.213
H -1.2141 2.8475 -1.5266 0.140
H -1.7054 1.4862 -2.3382 -0.034
H 1.8079 1.1676 -2.2915 0.164
H 0.7118 2.5550 -2.7227 0.458
H 0.4432 0.9338 -3.3840 0.219
H -1.5397 2.7945 1.1057 0.248
H -2.6078 3.3680 0.1766 0.376
C 0.3933 -5.5590 -0.6917 -1.528
C -0.5594 -4.4913 -0.2022 0.780
C -1.0120 -3.5442 -1.3310 -0.692
O 0.0750 -2.8937 -1.9893 0.034
C -0.3574 -2.1800 -3.1818 -1.601
N -1.7580 -5.2010 0.2905 -0.795
H -0.0887 -6.3378 -1.2826 0.399
H 0.8043 -6.1911 0.0955 0.431
H 1.3100 -5.2224 -1.1761 0.322
H -0.1339 -3.8671 0.5835 0.238
H -1.6850 -2.7438 -1.0234 0.057
H -1.6261 -4.1357 -2.0101 0.521
H 0.5088 -1.6032 -3.5059 0.301
H -1.1784 -1.4714 -3.0722 0.179
H -0.6408 -2.8555 -3.9889 0.513
H -2.3523 -4.5487 0.7819 0.258
H -1.4188 -5.8512 0.9850 0.260
O 0.9101 -0.8661 0.0320 -0.568
H 0.4383 -0.0548 -0.1562 0.375
H 0.6570 -1.4604 -0.6744 0.254
```

Its net charge is -1. The spin multiplicity is 2. For the orbital gap (spin up / spin down), the calculation gives 2.12 / 9.69 eV. Its maximum force is 1.9 eV/Å.



The following is a quantum chemistry calculation of one molecule with the formula C5H9N in a non-equilibrium geometry, from the Open Molecules 2025 dataset.

XYZ file:
```
15
Properties=species:S:1:pos:R:3:mulliken_charge:R:1
C -0.0197 2.1056 -0.2515 -0.320
N -0.3316 1.2970 0.6685 -0.526
C -0.1702 -0.2214 0.1475 0.869
C -1.2546 -0.3393 -0.8238 -1.355
C 0.3994 -1.2370 1.2108 -0.576
C 1.2394 -0.7040 0.0943 -0.822
H 0.1267 3.1738 -0.0070 0.271
H 0.5264 1.8584 -1.1301 0.265
H -0.9289 0.2295 -1.7144 0.305
H -2.0361 0.2519 -0.3691 0.396
H -1.6462 -1.3609 -1.0223 0.367
H 0.0397 -2.3341 1.1517 0.195
H 0.5126 -1.1495 2.2570 0.306
H 2.0575 -0.1215 0.3317 0.314
H 1.4856 -1.4483 -0.5433 0.310
```

The value obtained for the energy above the lowest of the compared OMol25 structures with the same formula, charge and spin is 3.033 eV. For the orbital gap, the calculation gives 10.60 eV. Its maximum force is 4.1 eV/Å.



The following is a quantum chemistry calculation of C2H3BrN2O as an isolated structure in a non-equilibrium geometry, from the Open Molecules 2025 dataset.

XYZ file:
```
9
Properties=species:S:1:pos:R:3:mulliken_charge:R:1
C -0.4169 -1.4161 -0.3045 0.014
C 0.2997 -0.4548 0.5570 -0.197
N 0.1288 1.9188 -0.1830 -0.118
N -0.6661 1.2509 0.3051 -0.129
O -1.5472 -1.7709 -0.0764 -0.471
Br 2.0005 0.0335 -0.0731 -0.100
H 0.1047 -1.7209 -1.1845 0.356
H 0.1464 -0.6588 1.5577 0.407
H -0.0499 2.8183 -0.5984 0.238
```

The value obtained for the energy above the lowest of the compared OMol25 structures with the same formula, charge and spin is 1.402 eV. For the orbital gap (spin up / spin down), the calculation gives 8.89 / 8.89 eV. Its maximum force is 3.3 eV/Å.



The following is a quantum chemistry calculation of C38H47N9Os as an isolated structure in a non-equilibrium geometry, from the Open Molecules 2025 dataset.

XYZ file:
```
95
Properties=species:S:1:pos:R:3:mulliken_charge:R:1
Os -0.0012 -0.5252 -0.2093 0.159
C 4.2590 -3.5739 -1.2139 -1.250
N 3.0080 -2.8226 -1.3267 0.403
C 2.4334 -2.7293 -2.6647 -0.779
C 2.5585 -2.0430 -0.3295 -0.374
N 2.0430 -0.8093 -0.5477 0.050
C 2.6163 0.0082 -1.5612 0.786
C 3.9428 0.0122 -1.8785 -0.861
C 4.5533 0.2380 -3.1689 -0.913
C 3.9021 0.3577 -4.3986 -1.009
C 2.5787 0.7955 -4.4800 0.125
C 1.5249 0.3691 -5.3493 -0.555
C 0.1738 0.5930 -5.1589 -1.167
C -0.6016 1.3524 -4.1532 -0.374
C -0.5993 1.5129 -2.8134 0.007
N 0.1105 2.3638 -1.0157 0.653
C -0.3894 2.8242 0.1518 0.020
N 0.2984 2.7540 1.2894 0.373
C -0.1741 3.3575 2.5415 -1.045
C 1.7240 2.3934 1.1865 -0.429
N -1.5705 3.4316 -0.0463 0.584
C -3.1957 2.2712 -1.4116 -1.224
C -2.2387 4.5137 0.6870 -1.060
C 1.5603 0.6536 -2.3625 0.787
N 2.5452 -2.5459 0.9099 0.379
C 2.5437 -3.9867 1.1693 -1.153
C 2.6517 -1.6966 2.0924 -0.954
H 4.9264 -3.2589 -2.0191 0.389
H 4.0964 -4.6498 -1.2948 0.375
H 4.7471 -3.3550 -0.2675 0.398
H 2.9835 -2.0428 -3.3086 0.228
H 1.3946 -2.4101 -2.6005 0.084
H 2.4593 -3.7217 -3.1122 0.503
H 4.6112 -0.4114 -1.1305 0.569
H 5.6181 0.0378 -3.2021 0.431
H 4.4269 0.0325 -5.2942 0.476
H 1.7943 -0.1986 -6.2366 0.475
H -0.4364 0.2910 -6.0056 0.472
H -1.3304 2.0023 -4.6436 0.478
H -0.2130 4.4438 2.4849 0.416
H 0.5214 3.0871 3.3280 0.355
H -1.1540 2.9682 2.8118 0.265
H 1.8553 1.4530 0.6579 0.063
H 2.1212 2.2809 2.1910 0.338
H 2.2891 3.1656 0.6643 0.287
H -3.1896 1.8330 -2.4056 0.265
H -4.1037 2.8562 -1.3053 0.644
H -2.3157 0.7833 -0.3170 -0.365
H -1.7082 5.4595 0.5711 0.231
H -2.3634 4.2732 1.7349 0.427
H -3.2272 4.6215 0.2536 0.317
H 3.5371 -4.3626 1.4210 0.366
H 2.1709 -4.5221 0.3009 0.395
H 1.8831 -4.1808 2.0157 0.367
H 2.5900 -0.6510 1.8068 0.141
H 3.6035 -1.8773 2.5945 0.417
H 1.8497 -1.9365 2.7917 0.223
C -4.9668 1.8803 3.3839 -0.887
C -3.6759 1.3858 3.2850 -0.655
C -3.0905 1.2076 2.0372 1.537
C -3.7941 1.4912 0.8689 0.033
C -5.0977 1.9735 0.9702 -0.381
C -5.6688 2.1741 2.2208 -0.732
N -3.1862 1.2626 -0.3883 0.184
N -2.0411 3.2178 -1.3780 -0.075
C -0.8081 2.8534 -2.0845 0.746
C -0.1440 4.0574 -2.6990 -1.108
C 1.0921 4.0596 -3.2034 -1.188
C 1.9445 2.9403 -3.6364 -0.538
C 2.0692 1.6336 -3.3768 -0.109
C 0.2571 0.9832 -1.6789 0.730
H -5.4271 2.0308 4.3523 0.435
H -3.1190 1.1487 4.1858 0.336
H -2.0699 0.8462 1.9516 -0.342
H -5.6826 2.1651 0.0775 0.519
H -6.6842 2.5466 2.2833 0.419
H -0.6939 4.9909 -2.6133 0.483
H 1.4647 5.0269 -3.5245 0.412
H 2.5037 3.2291 -4.5254 0.536
H 1.1723 -0.1781 -2.9677 -0.398
C -0.3568 -0.2451 3.3881 -0.704
C -0.9602 -1.4102 2.7151 0.187
C -1.7634 -2.4361 3.3248 -1.023
C -2.2032 -3.2403 2.3249 -1.115
C -1.6658 -2.7072 1.1058 0.738
C -1.9113 -3.1683 -0.2746 -1.204
N -0.8848 -1.6058 1.3625 1.419
H 0.2215 -0.5575 4.2612 0.545
H -1.1508 0.4142 3.7555 0.036
H 0.2744 0.3115 2.6992 -0.085
H -1.9758 -2.5203 4.3835 0.594
H -2.8486 -4.1054 2.4089 0.580
H -1.9154 -4.2581 -0.3338 0.446
H -1.1643 -2.7743 -0.9635 0.111
H -2.8975 -2.8243 -0.6063 0.305
```

Its net charge is +2. The spin multiplicity is 5. The value obtained for the energy above the lowest of the compared OMol25 structures with the same formula, charge and spin is 9.202 eV. For the orbital gap (spin up / spin down), the calculation gives 5.20 / 5.30 eV. Its maximum force is 1.3 eV/Å.